Formula: C25H18BrClNaO2PSe3Te
Source: the Open Molecules 2025 dataset
Level of theory: ωB97M-V/def2-TZVPD

```
53
Properties=species:S:1:pos:R:3:forces:R:3:nbo_charge:R:1
Na 0.6765 1.8110 -1.6048 -0.35 0.19 -0.42 0.8570
Cl 0.4946 0.8045 1.5709 -0.03 -0.11 0.07 0.0592
C -0.7139 -0.3428 2.0478 -0.01 -0.04 -0.06 -0.0142
C -0.9481 -0.5322 3.4015 -0.01 0.00 -0.03 -0.2368
C -1.9050 -1.4471 3.8119 -0.02 -0.02 -0.07 -0.2145
C -2.6174 -2.1676 2.8635 0.02 0.03 0.10 -0.2513
C -2.3672 -1.9747 1.5142 -0.06 -0.07 -0.09 -0.1364
C -1.4093 -1.0646 1.0710 0.11 0.08 -0.04 -0.3773
P -1.1371 -0.6424 -0.7028 0.05 -0.06 0.03 0.8843
C 0.5004 -1.4117 -1.0427 -0.08 0.00 -0.05 -0.3622
C 1.2710 -2.1131 -0.1212 -0.03 -0.01 0.03 -0.1644
C 2.5526 -2.5294 -0.4488 0.05 0.00 -0.03 -0.2199
C 3.0800 -2.2508 -1.7021 0.00 -0.01 0.06 -0.2116
C 2.3151 -1.5642 -2.6324 0.04 -0.04 -0.02 -0.1929
C 1.0353 -1.1497 -2.3067 -0.11 -0.04 0.02 -0.2250
C -2.2849 -1.8322 -1.4986 0.08 0.01 0.06 -0.2343
C -1.9828 -3.1711 -1.7254 0.05 -0.01 0.00 -0.2279
C -2.9128 -4.0110 -2.3191 -0.05 -0.03 -0.02 -0.2317
C -4.1574 -3.5176 -2.6907 0.02 -0.02 0.00 -0.2256
C -4.4622 -2.1813 -2.4751 -0.03 -0.01 -0.02 -0.2088
C -3.5279 -1.3411 -1.8882 0.00 0.07 0.01 -0.2258
H -0.3826 0.0467 4.1174 0.02 0.03 0.03 0.2223
H -2.0945 -1.5908 4.8678 0.00 0.00 0.03 0.2011
H -3.3717 -2.8808 3.1714 -0.01 -0.01 0.02 0.1999
H -2.9336 -2.5422 0.7839 0.05 0.04 0.05 0.2113
H 0.8791 -2.3165 0.8670 -0.02 -0.01 0.06 0.2009
H 3.1516 -3.0481 0.2898 0.01 -0.01 0.00 0.1969
H 4.0948 -2.5424 -1.9405 0.02 -0.01 0.00 0.2004
H 2.7176 -1.3151 -3.6057 0.00 0.01 0.00 0.2190
H 0.4549 -0.6016 -3.0426 0.01 0.07 -0.01 0.2534
H -1.0087 -3.5531 -1.4427 0.01 -0.01 0.00 0.2190
H -2.6647 -5.0507 -2.4974 0.00 0.00 0.00 0.1985
H -4.8811 -4.1712 -3.1627 -0.01 -0.01 -0.01 0.1963
H -5.4199 -1.7823 -2.7860 0.00 0.00 0.00 0.2056
H -3.7463 -0.2865 -1.7526 -0.01 0.02 -0.01 0.2473
Se 0.3139 1.9155 -4.6235 0.11 0.00 0.09 -0.7268
Se -1.7329 1.0075 -3.9586 -0.09 -0.08 -0.03 -0.3190
Te -3.0220 2.7924 -2.7006 -0.05 0.04 -0.01 0.0901
Se -1.7665 3.2868 -0.5994 0.08 -0.05 0.04 -0.8799
Br 4.8216 5.2884 4.3614 0.01 0.00 0.00 -0.0318
C 3.5664 4.7083 3.0319 0.04 0.01 0.02 -0.0631
C 2.2937 5.2527 3.0483 -0.04 0.00 0.00 -0.2728
C 1.3885 4.8262 2.0866 0.00 0.00 0.01 -0.2073
C 1.7602 3.8809 1.1411 0.00 -0.01 0.00 -0.2055
C 3.0427 3.3475 1.1389 0.03 -0.02 0.09 -0.0441
C 3.9571 3.7687 2.1003 0.01 0.05 -0.01 -0.2642
C 3.4730 2.2786 0.1170 0.09 0.06 0.02 0.7526
O 4.6580 1.9211 0.1602 -0.04 -0.01 0.01 -0.7295
O 2.5606 1.8858 -0.6509 0.16 -0.07 0.08 -0.8292
H 2.0182 5.9843 3.7955 0.00 0.01 0.00 0.2089
H 0.3824 5.2250 2.0752 -0.03 0.02 -0.01 0.2187
H 1.0391 3.5480 0.4056 0.01 0.07 0.01 0.2425
H 4.9517 3.3460 2.0817 0.01 -0.02 0.00 0.2489
```
Forces are in eV/Å.

Output
- Highest occupied orbital energy: -0.034 Ha
- Energy above the lowest of the compared OMol25 structures with the same formula, charge and spin: 0.0 kJ/mol
- Gap between HOMO and LUMO: 4.7 eV
- Total charge: -2

---

Formula: C25H18BrIrN2O2PSeTe4
Source: the Open Molecules 2025 dataset
Level of theory: ωB97M-V/def2-TZVPD

```
55
Properties=species:S:1:pos:R:3:forces:R:3:nbo_charge:R:1
Ir -1.3162 -1.5819 1.1811 -1.19 -0.44 -0.06 0.2736
Te -0.1616 -1.3294 3.4987 0.23 -0.09 -0.27 0.4620
Te 0.9956 -3.7820 3.7646 -0.35 -0.39 0.10 0.0579
Te -1.0513 -5.3472 2.9196 -0.05 -0.18 0.29 -0.0475
Te -2.3069 -3.9624 0.9579 0.62 0.70 0.01 -0.2518
Se 2.2469 -0.1271 3.2620 -0.15 0.02 -0.03 0.1059
C 3.2494 -1.6465 3.3274 -0.32 -0.33 0.08 0.0101
N 3.5818 -2.7546 3.4071 0.70 0.41 -0.12 -0.3778
C -1.5736 -1.3787 -4.3966 -0.01 0.02 0.03 -0.1932
C -0.5780 -2.2567 -3.9912 0.01 0.03 0.08 -0.1938
C 0.0048 -2.1198 -2.7350 0.00 0.02 -0.13 -0.1972
C -0.4038 -1.0932 -1.8902 -0.13 -0.08 -0.05 -0.4167
C -1.4139 -0.2171 -2.2969 -0.02 -0.02 -0.08 -0.1245
C -1.9930 -0.3568 -3.5488 0.05 -0.04 0.04 -0.2243
P 0.2565 -0.9020 -0.2143 0.02 0.08 0.31 1.2193
C 0.7775 0.8345 -0.1982 0.05 0.07 -0.25 -0.3985
C 1.4245 1.3690 -1.3161 -0.06 0.06 -0.08 -0.1874
C 1.8146 2.6989 -1.3304 -0.01 -0.02 0.01 -0.2137
C 1.5412 3.5146 -0.2372 -0.01 -0.01 0.01 -0.1840
C 0.8844 2.9949 0.8685 -0.01 -0.06 0.00 -0.2038
C 0.5109 1.6549 0.8876 0.21 0.13 -0.05 -0.1901
C 1.7549 -1.9064 -0.1222 0.13 -0.11 0.05 -0.3358
C 1.6403 -3.2689 0.1657 0.21 0.01 -0.16 -0.2122
C 2.7764 -4.0676 0.2208 -0.06 0.06 -0.02 -0.2100
C 4.0280 -3.5126 0.0036 0.03 -0.01 -0.01 -0.1663
C 4.1482 -2.1571 -0.2753 -0.02 0.02 -0.01 -0.2174
C 3.0186 -1.3541 -0.3380 0.06 -0.05 0.06 -0.2100
H -2.0280 -1.4907 -5.3746 0.03 0.02 0.06 0.2192
H -0.2499 -3.0502 -4.6524 -0.02 0.04 0.04 0.2192
H 0.7814 -2.8073 -2.4206 -0.03 0.03 -0.02 0.2292
H -1.7431 0.5738 -1.6297 0.04 -0.06 -0.04 0.2123
H -2.7709 0.3289 -3.8637 0.04 -0.04 0.02 0.2219
H 1.6070 0.7474 -2.1877 0.00 0.04 0.06 0.2246
H 2.3231 3.1022 -2.1984 -0.04 -0.02 0.05 0.2212
H 1.8371 4.5572 -0.2535 -0.03 -0.05 0.00 0.2207
H 0.6563 3.6267 1.7196 0.01 -0.04 -0.04 0.2251
H 0.0180 1.2475 1.7541 0.00 0.02 0.08 0.2276
H 0.6642 -3.7055 0.3319 0.00 0.01 0.05 0.2390
H 2.6783 -5.1220 0.4502 -0.01 0.05 0.00 0.2241
H 4.9154 -4.1331 0.0639 -0.07 0.04 0.00 0.2192
H 5.1258 -1.7204 -0.4406 -0.04 -0.01 0.02 0.2194
H 3.1275 -0.2957 -0.5385 0.01 -0.06 0.02 0.2249
Br -3.9782 4.5524 -1.6510 -0.03 0.02 -0.09 0.0668
C -3.6419 4.0257 0.1291 0.00 0.06 -0.02 -0.1399
C -3.8910 4.9100 1.1663 0.06 -0.07 0.39 0.0214
N -3.6473 4.6035 2.4443 0.07 -0.24 -0.29 -0.3974
C -3.1372 3.3949 2.7037 -0.12 0.38 0.04 0.0676
C -2.8745 2.4508 1.7220 -0.05 -0.12 -0.06 -0.1885
C -3.1381 2.7731 0.4019 -0.01 -0.10 -0.08 -0.1541
C -2.2608 1.1308 2.0844 -0.25 -0.07 0.00 0.7906
O -1.7026 1.0244 3.1801 0.00 -0.26 -0.28 -0.6923
O -2.3593 0.2250 1.1658 0.52 0.58 0.30 -0.7585
H -4.2988 5.8932 0.9611 0.02 -0.01 0.03 0.2065
H -2.9223 3.1592 3.7394 -0.03 0.03 -0.03 0.2186
H -2.9464 2.0535 -0.3810 -0.01 0.02 0.00 0.2384
```
Forces are in eV/Å.

Output
- Highest occupied orbital energy (alpha / beta): -0.262 / -0.267 Ha
- Energy above the lowest of the compared OMol25 structures with the same formula, charge and spin: 179.7 kJ/mol
- Gap between HOMO and LUMO (alpha / beta): 5.2 / 5.4 eV
- Spin multiplicity: 2
- Expectation value of S²: 0.764

---

Formula: C25H18CaCl7N2O4PS2
Source: the Open Molecules 2025 dataset
Level of theory: ωB97M-V/def2-TZVPD

```
60
Properties=species:S:1:pos:R:3:forces:R:3:nbo_charge:R:1
Ca -0.0708 0.2927 0.0384 -0.09 0.18 0.35 1.6311
Cl -1.8916 1.6320 4.8649 0.01 -0.01 0.00 -0.0463
C -1.5981 0.0055 4.3006 -0.11 0.03 -0.01 -0.1928
C -1.8356 -1.0515 5.1810 0.00 -0.07 -0.02 -0.2072
C -1.6341 -2.3469 4.7930 0.00 0.07 -0.02 -0.1216
Cl -1.9495 -3.6452 5.9305 0.00 0.00 0.00 -0.0682
C -1.1623 -2.6412 3.4912 -0.03 -0.04 0.05 -0.0338
C -0.9021 -3.9442 3.0097 0.03 0.00 -0.03 -0.1674
C -0.4072 -4.1195 1.7486 -0.02 0.04 0.05 -0.2595
C -0.1660 -2.9867 0.9523 0.03 -0.01 0.00 0.0522
N -0.4247 -1.7708 1.3652 0.05 -0.01 0.02 -0.4752
C -0.9209 -1.5645 2.6083 0.00 0.04 -0.01 0.0643
C -1.1635 -0.1652 2.9761 0.08 -0.08 0.02 0.4581
O -0.9661 0.7784 2.1566 0.03 -0.09 -0.02 -0.8127
H -2.1852 -0.8344 6.1815 0.00 0.00 0.00 0.2218
H -1.0930 -4.7911 3.6556 0.00 0.00 0.00 0.2127
H -0.2003 -5.1060 1.3563 0.00 0.00 0.00 0.2119
H 0.2583 -3.0762 -0.0437 0.00 0.01 0.00 0.2199
S 1.5434 -0.7714 -1.8956 0.01 -0.04 -0.08 -0.6315
C 3.1671 -0.1506 -1.5681 -0.04 0.00 0.03 -0.2191
C 4.1488 -0.4118 -2.5345 0.03 0.02 0.01 -0.2319
C 5.4573 0.0265 -2.4126 -0.01 0.00 0.00 -0.2700
C 5.8220 0.7585 -1.2889 0.01 0.00 0.01 -0.2634
C 4.8697 1.0284 -0.3200 -0.01 0.00 -0.02 -0.2853
C 3.5381 0.5939 -0.4163 -0.01 -0.02 -0.02 -0.0509
S 2.4507 1.0164 0.9060 0.06 -0.01 -0.11 -0.6292
H 3.8470 -0.9802 -3.4065 0.00 0.00 0.00 0.2032
H 6.1810 -0.2001 -3.1886 0.00 0.00 0.00 0.1837
H 6.8383 1.1182 -1.1656 0.00 0.00 0.00 0.1834
H 5.1409 1.5979 0.5615 0.00 0.00 0.00 0.2013
Cl -3.4851 -3.0489 0.0835 0.01 0.03 -0.02 0.0246
C -2.7400 -2.6011 -1.4156 -0.03 -0.08 -0.05 -0.0908
C -2.5358 -1.2475 -1.6930 0.25 0.11 0.21 -0.0331
C -1.9978 -0.9292 -2.9429 0.08 0.06 0.02 -0.0732
Cl -1.7308 0.7512 -3.2571 0.00 0.00 -0.24 0.0318
C -1.6223 -1.8923 -3.8628 -0.02 0.00 0.01 -0.0676
Cl -0.9637 -1.4406 -5.3903 -0.01 0.00 0.03 0.0351
C -1.7820 -3.2389 -3.5367 0.01 -0.05 -0.09 -0.1038
Cl -1.2994 -4.4649 -4.6570 0.01 0.00 -0.01 0.0112
C -2.3429 -3.5889 -2.3121 -0.07 0.05 0.04 -0.0748
Cl -2.5644 -5.2602 -1.9210 0.00 0.00 0.01 0.0129
C -2.5076 3.7358 -1.4391 -0.02 -0.01 0.01 -0.2692
O -1.5398 4.2882 -0.5477 0.03 0.00 -0.03 -0.8228
P -0.1851 3.4020 -0.3331 0.00 -0.07 -0.01 1.6075
O 0.6530 3.9461 -1.6039 -0.01 0.03 -0.03 -0.8359
C 1.8457 3.2195 -1.9606 0.01 -0.01 0.00 -0.2723
O 0.4759 4.2845 0.8423 -0.02 0.03 0.03 -0.8247
C 0.3442 3.7891 2.1841 0.00 -0.01 0.00 -0.2595
H -3.4083 4.3409 -1.3472 -0.01 -0.01 0.02 0.1774
H -2.7415 2.6979 -1.1880 0.01 0.01 -0.02 0.2072
H -2.1538 3.7807 -2.4722 0.01 0.01 0.00 0.1714
H 2.2031 3.6582 -2.8903 0.00 0.00 0.00 0.1744
H 1.6349 2.1582 -2.1149 0.00 0.01 0.00 0.2111
H 2.6007 3.3149 -1.1808 0.01 0.00 0.00 0.1992
H 0.9164 4.4646 2.8168 0.00 0.00 0.00 0.1744
H 0.7453 2.7803 2.2672 0.01 0.00 0.00 0.2217
H -0.7004 3.7845 2.4978 0.00 0.00 0.01 0.1804
N -3.7058 0.2649 -0.2805 0.19 0.11 0.05 -0.7382
C -2.5627 -0.1931 -0.6419 -0.41 -0.14 -0.21 -0.1749
H -3.5416 0.9528 0.4601 -0.05 -0.04 0.05 0.3227
```
Forces are in eV/Å.

Output
- Highest occupied orbital energy: -0.054 Ha
- Energy above the lowest of the compared OMol25 structures with the same formula, charge and spin: 12.9 kJ/mol
- Gap between HOMO and LUMO: 5.5 eV
- Total charge: -2

---

Formula: C25H18Cl2N3NaO3
Source: the Open Molecules 2025 dataset
Level of theory: ωB97M-V/def2-TZVPD

```
52
Properties=species:S:1:pos:R:3:forces:R:3:nbo_charge:R:1
Na 0.6022 0.0530 -1.4377 -0.32 -0.12 0.13 0.9151
O 0.4455 -1.9945 -2.0591 0.02 -0.46 -0.06 -0.7551
C 0.1323 -3.1671 -1.7391 -0.15 -0.06 -0.11 0.4329
C 1.0968 -4.2392 -1.7757 0.15 -0.04 -0.03 -0.2801
C 0.7749 -5.5437 -1.5113 -0.13 0.01 0.02 -0.2173
C -0.5418 -5.9171 -1.1915 -0.05 -0.13 0.03 -0.3634
C -1.4940 -4.9226 -1.1122 -0.01 0.10 -0.02 -0.1550
C -1.2041 -3.5723 -1.3399 0.23 -0.10 0.05 -0.2654
C -2.2695 -2.6171 -1.1190 -0.24 0.15 -0.05 0.1303
N -2.1456 -1.3560 -1.0603 0.27 -0.06 0.04 -0.4323
C -3.2981 -0.5425 -0.8213 -0.20 0.05 0.00 -0.2269
C -3.3153 0.6493 -1.7819 -0.19 -0.07 0.08 -0.2264
N -2.1340 1.4389 -1.6143 0.28 0.05 -0.05 -0.4327
C -2.2370 2.6590 -1.2791 -0.24 -0.11 0.04 0.1253
C -1.1470 3.5782 -1.0293 0.25 0.05 -0.05 -0.2697
C -1.4654 4.8434 -0.5214 0.01 -0.08 -0.01 -0.1548
C -0.5084 5.7843 -0.2064 -0.05 0.14 0.04 -0.3636
C 0.8428 5.4450 -0.4003 -0.11 -0.01 0.01 -0.2172
C 1.2016 4.2265 -0.9090 0.11 0.03 -0.04 -0.2784
C 0.2389 3.2200 -1.2888 -0.15 0.07 0.02 0.4335
O 0.6002 2.1363 -1.8043 -0.01 0.64 -0.11 -0.7487
H 2.1157 -3.9604 -2.0215 -0.03 0.04 0.00 0.1982
H 1.5448 -6.3097 -1.5441 0.04 0.04 -0.03 0.1818
H -0.7987 -6.9509 -0.9911 0.01 0.01 -0.01 0.1812
H -2.5177 -5.1812 -0.8468 0.01 0.00 0.02 0.1774
H -3.2732 -3.0720 -0.9768 0.03 0.00 0.01 0.1029
H -3.2445 -0.1418 0.1982 -0.01 0.02 0.02 0.1776
H -4.2540 -1.0976 -0.9074 0.08 -0.03 -0.02 0.1401
H -4.2508 1.2243 -1.6221 0.07 0.01 -0.03 0.1357
H -3.3218 0.2455 -2.8002 -0.07 0.04 -0.02 0.1857
H -3.2486 3.0959 -1.1292 0.03 0.00 0.00 0.1022
H -2.5162 5.0765 -0.3580 -0.01 -0.02 -0.02 0.1771
H -0.7875 6.7538 0.1902 0.00 -0.02 0.01 0.1808
H 1.6100 6.1666 -0.1330 0.04 -0.03 -0.02 0.1820
H 2.2452 3.9657 -1.0472 -0.02 -0.02 -0.01 0.2004
Cl 5.6276 -0.0642 0.0669 0.08 0.00 -0.08 -0.0620
C 4.2563 -0.0496 1.1474 -0.10 0.00 -0.08 -0.2162
C 4.5018 -0.1171 2.5084 -0.28 0.01 0.10 -0.2061
C 3.4621 -0.1147 3.4103 0.34 -0.02 0.00 -0.1559
Cl 3.8394 -0.2080 5.1259 -0.03 -0.01 0.08 -0.0931
C 2.1266 -0.0336 2.9748 -0.10 0.02 -0.24 -0.0275
C 1.0042 -0.0259 3.8302 -0.08 0.01 -0.07 -0.2038
C -0.2541 0.0821 3.2996 0.12 -0.01 0.11 -0.2639
C -0.3964 0.1800 1.9072 0.01 0.03 -0.06 0.0241
N 0.6252 0.1535 1.0875 -0.13 -0.02 -0.13 -0.3938
C 1.8736 0.0468 1.5715 0.06 -0.02 0.37 0.0478
C 2.9529 0.0188 0.5656 0.25 0.00 -0.05 0.4732
O 2.7248 0.0561 -0.6547 0.25 -0.05 0.22 -0.7045
H 5.5232 -0.1746 2.8606 0.01 0.00 0.01 0.2155
H 1.1569 -0.1066 4.8985 -0.01 0.02 0.01 0.2080
H -1.1273 0.0914 3.9404 -0.01 0.01 -0.02 0.1970
H -1.3745 0.2886 1.4508 -0.01 -0.04 0.00 0.1883
```
Forces are in eV/Å.

Output
- Highest occupied orbital energy: -0.056 Ha
- Gap between HOMO and LUMO: 5.6 eV
- Total charge: -2

---

Computed values of DFT total energy (unit: eV) for the preceding records, in sequence: -329920.44334, -209982.78321, -174449.41852, -66294.49913.